# 1
Here is a cluster of 9 separate species, C31H66F2N9O12S in total from OMol25. Energies are from wB97M-V/def2-TZVPD.

Summary:
DFT total energy = -3214.3227 hartree
total charge = -1
HOMO-LUMO gap = 5.88 eV
maximum force = 9.48 eV Å⁻¹

Each line ends with the Mulliken charge.
Element x y z (Å)
C -11.15913 0.22624 -8.17056  -0.659
C -9.69005 0.31119 -8.93111  -0.403
C -8.49563 -0.51756 -8.17319  -0.689
C -7.69146 0.32080 -7.01635  -0.432
C -8.64461 1.13187 -5.95578  0.256
C -7.83155 0.99254 -4.50059  -0.014
O -8.47546 0.66837 -3.34492  -0.736
N -6.34139 1.26667 -4.36097  -0.011
C -5.59701 0.10541 -3.73622  0.398
O -4.32149 0.32514 -3.32759  -0.493
F -6.19695 -1.25752 -3.60819  -0.265
S -8.67519 2.98212 -6.27534  1.102
O -7.24430 3.58502 -6.30699  -0.632
O -9.51275 3.41457 -7.50699  -0.609
F -9.46557 3.70905 -4.89524  -0.359
H -11.97247 0.02479 -9.01863  0.334
H -11.45851 1.26272 -7.69262  0.149
H -11.24919 -0.65537 -7.40503  0.104
H -9.36392 1.42384 -9.18762  0.186
H -9.84257 -0.21099 -9.99373  0.351
H -7.69331 -0.78532 -9.01564  0.300
H -8.83824 -1.57285 -7.73910  0.261
H -7.09847 -0.49041 -6.37214  0.084
H -6.87499 1.06217 -7.41858  0.314
H -5.90180 1.55120 -5.26385  0.364
C 0.94785 2.04933 -4.57390  -1.197
C -0.30787 1.23374 -4.42531  0.842
O -0.65469 0.40542 -5.26489  -0.672
N -1.07382 1.43571 -3.31311  0.007
C -0.84114 2.35240 -2.22252  -0.730
H 1.44985 1.77834 -5.50523  0.282
H 0.69944 3.11340 -4.61030  0.337
H 1.62636 1.84451 -3.74153  0.287
H -1.90225 0.85081 -3.28335  0.119
H -0.77648 1.77109 -1.29945  0.106
H -1.69626 3.03005 -2.16157  0.293
H 0.07388 2.93185 -2.35275  0.351
C 0.36501 0.41478 1.70824  -1.621
C 1.37964 0.61983 0.61620  1.011
O 1.63592 1.73225 0.15999  -0.669
N 2.02643 -0.47981 0.12943  -0.140
C 1.86895 -1.85825 0.52808  -0.935
H -0.06439 1.37814 1.99174  0.322
H -0.44050 -0.23305 1.35222  0.384
H 0.84605 -0.02291 2.58699  0.447
H 2.69402 -0.26263 -0.60300  0.351
H 2.83871 -2.22330 0.87515  0.273
H 1.56217 -2.43171 -0.35010  0.359
H 1.12886 -1.98144 1.31996  0.288
C 4.88580 0.57395 1.26563  -0.544
C 5.13128 -0.36342 2.41678  0.857
O 4.35840 -1.27859 2.69320  -0.674
N 6.25627 -0.17401 3.16711  -0.022
C 7.27821 0.83281 3.00651  -0.771
H 3.95527 0.29895 0.76432  -0.557
H 4.79231 1.59942 1.63297  0.404
H 5.70368 0.50061 0.54391  0.365
H 6.35305 -0.84338 3.92333  0.135
H 8.23271 0.32446 2.84950  0.205
H 7.32834 1.41465 3.93015  0.164
H 7.07836 1.49967 2.16667  0.377
C 7.76016 0.23300 6.88008  -1.084
C 6.54319 -0.64555 6.77423  0.695
O 6.49377 -1.60776 6.01068  -0.731
N 5.46829 -0.34685 7.56152  -0.130
C 5.32978 0.72942 8.51351  -0.700
H 8.53054 -0.12816 6.19532  0.312
H 7.50429 1.25957 6.60447  0.364
H 8.15717 0.19929 7.89813  0.210
H 4.68765 -0.98232 7.43477  0.245
H 5.12571 0.29069 9.49333  0.244
H 4.47787 1.34266 8.20962  0.275
H 6.22371 1.35184 8.57231  0.272
C 9.12469 0.69544 11.99820  -1.396
C 8.98441 1.05696 10.54434  0.814
O 7.91677 0.95471 9.94352  -0.584
N 10.09233 1.51200 9.88865  -0.115
C 11.42460 1.70170 10.41102  -0.904
H 8.16208 0.35077 12.38213  0.285
H 9.85340 -0.11141 12.11335  0.376
H 9.43347 1.57285 12.57266  0.373
H 9.91995 1.73489 8.91403  0.220
H 11.69235 2.75329 10.28208  0.299
H 12.10893 1.08209 9.82626  0.293
H 11.50129 1.43311 11.46552  0.348
C -4.07287 -2.81471 -1.66639  -0.857
C -3.44033 -4.17685 -1.57398  0.637
O -2.22847 -4.34623 -1.69235  -0.680
N -4.25756 -5.24770 -1.35062  -0.156
C -5.69153 -5.25795 -1.18495  -0.790
H -3.29887 -2.06535 -1.84585  0.226
H -4.78143 -2.78811 -2.49857  0.168
H -4.57833 -2.57366 -0.72747  0.378
H -3.75978 -6.13032 -1.30075  0.237
H -5.91610 -5.68486 -0.20440  0.273
H -6.11751 -5.89767 -1.96177  0.272
H -6.12672 -4.26018 -1.25599  0.308
C 10.89730 -0.39692 1.32194  -1.347
C 10.91056 1.10331 1.20694  0.799
O 10.77454 1.83686 2.18402  -0.654
N 11.08075 1.64819 -0.03347  -0.169
C 11.25574 0.96499 -1.29302  -0.801
H 10.75366 -0.68065 2.36678  0.268
H 10.07285 -0.80888 0.73385  0.359
H 11.85156 -0.80576 0.97928  0.465
H 11.07873 2.66272 -0.03109  0.232
H 12.21301 1.27732 -1.71755  0.274
H 10.44809 1.27431 -1.96099  0.277
H 11.24248 -0.12034 -1.18415  0.318
C -11.08944 -0.57258 -2.79445  -0.614
C -12.03801 -0.74634 -3.94948  0.674
O -11.76223 -0.36932 -5.08662  -0.598
N -13.24043 -1.34543 -3.70505  -0.202
C -13.74743 -1.85295 -2.45237  -0.858
H -10.17778 -0.08226 -3.14269  -0.132
H -11.54879 0.05435 -2.02553  0.327
H -10.82232 -1.54874 -2.38100  0.324
H -13.82451 -1.42717 -4.53055  0.244
H -13.95747 -2.91789 -2.57859  0.270
H -14.67829 -1.32720 -2.22599  0.276
H -13.04286 -1.71564 -1.63096  0.336

Atomic forces in eV per Å
-0.474 0.433 -0.985
-0.364 -0.758 -0.562
0.828 0.202 -0.647
0.364 0.240 0.456
2.031 0.041 1.841
-3.847 -0.304 4.296
4.754 1.990 -6.900
-1.261 -4.715 0.548
6.318 2.095 1.387
-8.809 -2.326 -2.622
1.499 4.457 -0.466
1.690 2.055 -3.092
-4.345 -1.518 0.622
2.452 -1.741 4.622
1.349 -1.511 -2.233
1.627 0.403 1.715
0.817 -2.324 -0.664
0.410 1.982 -1.370
-0.689 -2.357 0.908
0.427 1.008 2.226
-1.549 0.553 1.807
0.380 2.476 -0.835
-1.288 1.724 -1.266
-1.426 -1.546 0.152
-0.262 -0.214 0.969
0.216 0.057 -0.134
-0.865 -0.679 -0.089
0.384 0.432 0.266
0.472 -0.230 -0.738
-0.400 -0.202 0.096
-0.220 -0.046 0.146
0.154 -0.049 0.148
-0.045 0.223 -0.003
0.073 0.178 -0.027
0.143 0.342 0.100
0.147 0.141 0.190
-0.146 -0.205 0.020
-0.117 0.102 0.128
0.441 0.181 -0.619
-0.062 -0.288 0.227
-0.568 0.769 0.160
0.371 -0.302 -0.382
0.168 -0.118 -0.172
0.092 -0.063 0.171
-0.139 -0.121 -0.083
-0.364 -0.133 0.117
-0.204 -0.142 0.193
-0.129 -0.174 0.201
0.172 0.135 -0.169
-0.098 0.024 -0.140
0.065 -0.505 0.563
0.153 0.369 -0.256
-0.764 -0.220 -0.468
0.039 -0.330 0.284
0.404 0.106 0.394
0.111 -0.020 -0.194
0.014 0.211 0.062
0.034 0.065 0.067
0.133 0.354 -0.024
0.242 0.198 -0.175
-0.016 -0.157 0.153
0.292 -0.058 -0.128
-0.633 -0.423 -0.009
0.172 0.306 0.078
0.622 -0.356 -0.599
-0.411 -0.008 -0.030
-0.261 -0.045 -0.008
0.090 0.008 0.207
-0.184 0.224 -0.146
0.240 0.192 -0.010
0.120 0.337 0.081
0.029 0.141 0.176
-0.232 -0.312 -0.022
-0.121 -0.080 0.137
-0.238 0.140 -0.665
0.555 0.059 0.597
-0.780 -0.262 0.255
0.082 0.125 -0.420
0.148 0.093 -0.214
0.025 0.166 0.121
0.112 -0.171 0.026
0.090 -0.040 0.274
0.249 -0.095 0.182
0.201 0.096 0.235
-0.118 0.031 -0.224
0.112 0.037 -0.048
0.815 -0.217 -0.037
-0.586 0.043 0.102
0.461 0.278 -0.064
0.144 -0.400 0.013
-0.123 -0.241 -0.016
-0.009 0.122 0.242
-0.145 0.032 -0.163
-0.167 0.287 -0.030
-0.316 0.090 -0.047
-0.302 0.128 0.103
0.186 -0.167 -0.019
-0.029 -0.135 0.124
-0.058 0.884 0.424
0.054 -0.472 -0.442
-0.084 -0.150 0.686
0.002 0.431 -0.129
0.024 0.191 -0.182
0.181 -0.100 -0.030
-0.170 -0.094 -0.085
-0.010 -0.316 -0.006
-0.062 -0.243 -0.219
0.126 -0.249 -0.190
-0.015 0.240 0.073
-0.008 0.023 -0.083
0.444 0.442 -1.035
-0.429 -0.443 0.940
0.077 0.061 -0.186
-0.259 -0.015 -0.422
-0.386 -0.134 -0.051
0.024 -0.158 0.111
-0.088 0.057 0.171
0.177 0.031 0.271
-0.069 -0.043 0.346
-0.017 -0.148 0.323
-0.065 0.030 -0.259

# 2
Here is a structure of composition C16H33GaN3OP from OMol25. Energies are from wB97M-V/def2-TZVPD.

Summary:
DFT total energy = -3134.5852 hartree
total charge = +2
HOMO-LUMO gap (alpha / beta) = 5.65 / 5.66 eV
maximum force = 0.89 eV Å⁻¹

Each line ends with the natural charge from an NBO analysis.
Element x y z (Å)
Ga -1.35482 -0.86882 0.69423  0.933
C 0.65477 1.61029 3.20148  0.310
C -0.64040 2.01277 3.42115  -0.142
C -1.34337 0.86288 3.84387  0.431
C -0.44464 -0.33646 3.82925  -0.105
C 0.76468 0.09556 3.45541  0.052
C 2.04153 -0.64426 3.32488  -0.672
C -0.88265 -1.68465 4.29184  -0.658
C -2.71308 0.84149 4.32759  -0.745
C -1.21330 3.39509 3.34785  -0.660
C 1.81195 2.43739 2.86312  -0.714
H 2.81385 -0.19026 3.95058  0.261
H 2.40607 -0.61011 2.29354  0.239
H 1.93218 -1.68523 3.61726  0.251
H -1.22816 -1.63545 5.32661  0.254
H -0.06021 -2.39433 4.24923  0.248
H -1.70307 -2.07651 3.68568  0.233
H -2.69052 1.06473 5.40735  0.321
H -3.17309 -0.14094 4.22897  0.267
H -3.32831 1.62359 3.88230  0.275
H -1.56549 3.71632 4.32927  0.248
H -2.05682 3.43775 2.65779  0.238
H -0.46832 4.11319 3.01599  0.242
H 2.42072 2.57863 3.76704  0.297
H 1.53131 3.42161 2.49757  0.259
H 2.45974 1.93627 2.14082  0.262
C -2.48507 -1.00796 -3.50552  -0.410
N -1.09235 -1.45499 -3.55218  -0.811
C -0.86746 -2.69093 -4.29325  -0.400
P -0.03559 -0.75785 -2.52152  2.492
O -0.51860 -0.76259 -1.06355  -1.342
N 0.08215 0.81836 -2.98314  -0.810
C 0.55291 1.82908 -2.04627  -0.402
C -0.02657 1.25973 -4.36975  -0.408
N 1.39999 -1.54827 -2.59237  -0.819
C 2.20845 -1.48060 -3.80652  -0.413
C 2.04101 -2.21452 -1.46737  -0.392
H -3.14060 -1.84641 -3.26146  0.213
H -2.79305 -0.59782 -4.46936  0.217
H -2.60982 -0.23724 -2.74613  0.207
H -1.46095 -3.50816 -3.87711  0.205
H 0.17848 -2.97849 -4.26333  0.219
H -1.16309 -2.55036 -5.33434  0.215
H 0.87823 1.36171 -1.11782  0.196
H -0.24470 2.54206 -1.81911  0.203
H 1.39371 2.38048 -2.47106  0.215
H -0.39350 0.44758 -4.99226  0.222
H 0.94090 1.59208 -4.75470  0.205
H -0.72579 2.09573 -4.43915  0.212
H 1.65542 -1.01036 -4.61806  0.217
H 2.49704 -2.48536 -4.12321  0.217
H 3.12559 -0.91311 -3.62902  0.211
H 1.47068 -2.04688 -0.55771  0.198
H 3.05250 -1.82404 -1.33490  0.206
H 2.10953 -3.29140 -1.64047  0.210

Atomic forces in eV per Å
0.155 -0.008 -0.808
-0.190 -0.035 0.143
-0.105 0.195 -0.107
0.328 0.178 0.087
0.162 -0.142 0.184
-0.070 -0.128 0.088
-0.031 0.044 -0.036
0.056 0.098 -0.056
-0.216 -0.052 -0.104
0.011 -0.116 0.051
0.010 0.084 -0.107
0.022 -0.019 -0.019
0.038 0.004 0.022
0.022 0.000 0.001
-0.034 -0.049 -0.008
-0.024 -0.032 0.012
-0.017 0.000 0.038
0.107 -0.021 0.019
-0.022 0.015 0.022
0.024 0.001 -0.009
-0.015 0.040 -0.022
-0.002 0.034 0.007
-0.023 0.026 -0.013
0.002 -0.054 0.011
0.016 0.005 0.012
0.025 -0.016 0.031
0.002 0.108 -0.194
0.219 0.077 0.494
-0.027 -0.126 -0.045
0.305 0.161 -0.777
-0.150 -0.093 0.869
-0.190 -0.548 0.123
-0.023 0.039 0.000
-0.091 0.109 -0.050
-0.387 0.239 0.224
0.156 0.017 -0.016
-0.062 -0.188 -0.068
0.038 -0.006 0.016
-0.022 -0.010 0.015
-0.026 0.041 -0.054
-0.010 0.028 0.013
-0.012 0.013 0.001
0.027 0.004 0.003
0.036 0.043 -0.002
0.033 0.015 -0.011
0.021 -0.040 0.015
-0.010 0.041 -0.019
0.003 -0.031 0.033
-0.001 -0.025 -0.017
0.017 0.003 -0.006
-0.065 0.008 -0.025
-0.053 0.047 -0.009
0.047 -0.019 0.011
-0.028 0.024 0.025
0.028 0.016 0.011